This record from the OMol25 dataset describes a molecular structure, C30H49ClN3O6P2S2V. The level of theory is the ωB97M-V functional and the def2-TZVPD basis.

Structure (XYZ):
```
94
C30H49ClN3O6P2S2V, DFT the ωB97M-V functional and the def2-TZVPD basis
V 1.09258 0.29190 0.87402
C -2.07789 -3.01909 2.84882
C -1.62969 -3.05044 1.39865
C -1.72490 -4.42774 0.78083
O -2.47431 -2.15393 0.58949
P -2.23562 -0.59223 0.65512
O -1.04429 -0.18852 1.42663
C -2.15532 -0.03904 -1.08107
P -0.65373 -0.65705 -1.88737
O 0.59957 -0.35955 -1.15906
O -0.85415 -2.19654 -2.13190
C -1.67199 -2.69586 -3.24474
C -2.76206 -3.60631 -2.70908
C -0.74270 -3.40140 -4.21143
O -0.71532 -0.01446 -3.33341
C 0.21898 0.99943 -3.80388
C 1.34922 0.31640 -4.55247
C -0.56718 1.95057 -4.68375
O -3.49880 0.11098 1.27183
C -4.90974 -0.23421 1.22998
C -5.36661 -0.61673 -0.16811
C -5.21165 -1.32941 2.23752
H -1.39691 -3.62123 3.44921
H -3.08756 -3.41875 2.95059
H -2.05783 -1.99481 3.22309
H -0.60578 -2.68944 1.32997
H -2.77096 -4.71595 0.66514
H -1.22877 -5.15144 1.42601
H -1.23867 -4.43790 -0.19181
H -2.12274 1.05237 -1.06558
H -3.02187 -0.36452 -1.65571
H -2.12651 -1.84043 -3.74631
H -2.35529 -4.57897 -2.43523
H -3.52079 -3.75425 -3.47704
H -3.22867 -3.16642 -1.82816
H -0.20119 -4.19374 -3.69368
H -0.02186 -2.69797 -4.62908
H -1.31867 -3.84098 -5.02528
H 0.63043 1.51932 -2.93616
H 0.95610 -0.21301 -5.42153
H 1.85490 -0.39654 -3.89957
H 2.06782 1.06118 -4.89313
H -0.95045 1.41044 -5.55010
H 0.07722 2.75852 -5.02732
H -1.40899 2.37913 -4.14016
H -5.39762 0.69070 1.53615
H -4.84445 -1.51816 -0.49724
H -5.18854 0.19333 -0.87660
H -6.43496 -0.82586 -0.15048
H -4.80192 -2.27909 1.89383
H -6.29041 -1.43024 2.35148
H -4.77885 -1.08610 3.20741
C 4.79657 -1.39602 -1.44940
N 3.57083 -1.49499 -0.67630
C 3.44236 -1.64746 0.63329
S 1.86463 -1.96571 1.25480
N 4.49475 -1.67595 1.46450
C 5.74227 -0.91716 1.38023
H 4.55358 -1.53430 -2.49899
H 5.48971 -2.18395 -1.15572
H 5.27568 -0.42311 -1.32896
H 2.68851 -1.44851 -1.16029
H 4.21296 -1.90841 2.39985
H 6.31061 -1.15751 0.48742
H 6.35008 -1.18190 2.24128
H 5.55220 0.15758 1.40447
Cl 0.81674 7.01210 1.02689
C 1.40859 5.41694 0.69657
C 2.48893 4.91885 1.41220
C 2.92157 3.62516 1.18565
C 2.29376 2.78908 0.25103
C 2.69689 1.38466 0.06718
C 1.24232 3.34767 -0.49146
C 0.79547 4.64087 -0.27037
H 2.98651 5.54838 2.13833
H 3.77579 3.25166 1.74036
H 3.69171 1.21206 0.48825
H 2.70971 1.11190 -0.99524
H 0.76967 2.75171 -1.26855
H -0.02698 5.05274 -0.84147
S 2.37370 1.46992 4.98249
C 2.17616 0.47389 3.59376
N 1.37482 0.91687 2.66604
C 0.77282 2.10734 3.07591
C -0.22141 2.81154 2.39797
C -0.66940 4.00300 2.92661
C -0.15860 4.50302 4.12647
C 0.78647 3.79446 4.83940
C 1.23075 2.59043 4.30805
H 2.67349 -0.47723 3.53688
H -0.63625 2.41025 1.48445
H -1.42063 4.57126 2.39431
H -0.51604 5.45032 4.50675
H 1.16811 4.15261 5.78609
```

Summary:
Highest occupied orbital energy (alpha / beta) ... -8.5 / -7.9 eV
Total charge ... +1
M ... 760.2 u
Multiplicity ... 2
Gap between HOMO and LUMO (alpha / beta) ... 6.7 / 6.1 eV



This record from the OMol25 dataset describes a molecular structure, C30H49CrN4O2SSi. The level of theory is the ωB97M-V functional and the def2-TZVPD basis.

Structure (XYZ):
```
88
C30H49CrN4O2SSi, DFT the ωB97M-V functional and the def2-TZVPD basis
Cr -0.36964 0.26941 -0.29181
C 3.26265 -2.55985 2.30309
C 2.72443 -1.42038 1.47746
C 1.99235 -0.38651 2.05695
C 1.57302 -0.42812 3.50442
C 1.67642 0.76611 1.30298
C 1.06405 1.93517 2.04278
C 2.09670 0.86758 -0.04113
C 2.21751 2.19833 -0.75536
C 2.69702 -0.25865 -0.65193
C 3.12589 -0.20299 -2.09313
C 3.00230 -1.38757 0.09895
C 3.68065 -2.54616 -0.58180
H 2.74706 -3.49938 2.09722
H 3.20064 -2.36931 3.36852
H 4.31394 -2.72425 2.07335
H 0.56489 -0.03648 3.63743
H 2.22897 0.18383 4.12593
H 1.58780 -1.43209 3.91653
H 0.09748 1.68499 2.49090
H 0.90989 2.79451 1.40188
H 1.71027 2.24283 2.86691
H 3.22182 2.28081 -1.16847
H 2.08791 3.03520 -0.07931
H 1.52294 2.31484 -1.58888
H 2.69667 0.64103 -2.62334
H 2.84319 -1.11503 -2.62010
H 4.21218 -0.12638 -2.17321
H 3.10202 -2.87718 -1.44672
H 3.81137 -3.40056 0.07171
H 4.66659 -2.26614 -0.95719
C -0.46184 4.30209 -0.09052
C -1.59128 3.36520 0.20247
C -2.78383 3.86699 0.69007
C -3.87184 3.02230 0.87834
C -3.77709 1.69042 0.54589
C -2.56299 1.23887 0.03624
N -1.47921 2.04806 -0.08774
N -2.25267 -0.03811 -0.37594
Si -3.42251 -0.93727 -1.36650
C -2.50698 -2.28616 -2.30279
C -4.10956 0.28170 -2.60337
C -4.76709 -1.66508 -0.29599
H 0.09539 4.56117 0.80939
H -0.86664 5.23188 -0.48572
H 0.21909 3.88636 -0.82574
H -2.86392 4.92322 0.89628
H -4.79940 3.41621 1.26981
H -4.60328 1.00887 0.67230
H -1.43434 -2.09900 -2.38597
H -2.90968 -2.34389 -3.31282
H -2.64930 -3.26503 -1.84849
H -3.30490 0.79501 -3.13351
H -4.73067 1.04370 -2.13555
H -4.72650 -0.22880 -3.34283
H -4.42930 -1.84839 0.72435
H -5.10074 -2.61687 -0.70908
H -5.64083 -1.01609 -0.25063
N -0.06399 0.24988 -2.21869
C -0.09560 -0.03634 -3.34609
N -0.12064 -0.35784 -4.58995
C 0.60438 -1.53882 -5.10611
C 1.35508 -1.12450 -6.36236
O 0.46746 -0.54994 -7.29160
C -0.08722 0.64965 -6.80194
C -0.94484 0.37699 -5.57511
H -0.13612 -2.30794 -5.33880
H 1.27886 -1.90416 -4.33270
H 1.79722 -1.99954 -6.83717
H 2.15487 -0.41620 -6.10982
H -0.70476 1.06587 -7.59703
H 0.70879 1.36635 -6.55927
H -1.79883 -0.25341 -5.83326
H -1.29956 1.30053 -5.11926
O -0.02175 -1.59312 0.20674
S -1.01750 -2.73075 0.52739
C -0.18586 -4.23102 -0.02359
C -0.47301 -5.24246 1.07829
C -0.17392 -4.51921 2.39138
C -0.78302 -3.11619 2.28914
H 0.87367 -3.97174 -0.08478
H -0.56404 -4.50174 -1.00561
H 0.14179 -6.13165 0.94785
H -1.51603 -5.56272 1.03938
H 0.90351 -4.44762 2.53511
H -0.58258 -5.05057 3.24845
H -0.15769 -2.31885 2.68800
H -1.77008 -3.04998 2.74350
```

Summary:
Highest occupied orbital energy (alpha / beta) ... -13.5 / -13.6 eV
Total charge ... +2
M ... 609.9 u
Multiplicity ... 4
Gap between HOMO and LUMO (alpha / beta) ... 7.0 / 8.0 eV